Here is a structure of composition C44H38ClCuP2Si in a non-equilibrium geometry from the OMol25 dataset. Energies are from wB97M-V/def2-TZVPD.

As for the HOMO-LUMO gap (alpha / beta): 4.990 / 4.956 eV. The total energy comes out at -4772.16889 Eh. As for the net charge: -1. The multiplicity is 2. Its expectation value of S² is 0.7725.

Positions of all 87 atoms, in Å:
Cu (0.154, -0.707, -0.249)
C (3.649, -1.715, -1.277)
Si (2.443, -0.707, -0.290)
C (2.509, 1.116, -0.812)
C (3.483, 2.003, -0.321)
C (3.451, 3.352, -0.672)
C (2.455, 3.825, -1.518)
C (1.495, 2.948, -2.027)
C (1.508, 1.589, -1.687)
P (0.366, 0.344, -2.345)
C (0.539, 0.510, -4.158)
C (-0.518, 0.149, -5.011)
C (-0.390, 0.237, -6.401)
C (0.805, 0.668, -6.967)
C (1.877, 0.998, -6.143)
C (1.747, 0.908, -4.753)
C (-1.292, 1.010, -1.992)
C (-2.085, 0.326, -1.056)
C (-3.381, 0.752, -0.750)
C (-3.910, 1.872, -1.384)
C (-3.146, 2.557, -2.323)
C (-1.850, 2.128, -2.628)
C (2.913, -0.598, 1.553)
C (4.196, -0.975, 1.992)
C (4.550, -0.857, 3.337)
C (3.632, -0.365, 4.259)
C (2.354, 0.008, 3.840)
C (1.978, -0.097, 2.492)
P (0.326, 0.344, 1.906)
C (-0.006, 2.061, 2.363)
C (1.003, 2.985, 2.661)
C (0.698, 4.325, 2.929)
C (-0.621, 4.768, 2.885)
C (-1.636, 3.875, 2.564)
C (-1.329, 2.539, 2.297)
C (-0.733, -0.687, 2.965)
C (-1.020, -1.993, 2.527)
C (-1.835, -2.846, 3.276)
C (-2.379, -2.406, 4.479)
C (-2.102, -1.119, 4.933)
C (-1.283, -0.268, 4.183)
H (4.653, -1.281, -1.246)
H (3.345, -1.771, -2.327)
H (3.712, -2.738, -0.894)
H (4.262, 1.662, 0.358)
H (4.198, 4.034, -0.275)
H (2.425, 4.877, -1.789)
H (0.749, 3.347, -2.707)
H (-1.462, -0.208, -4.603)
H (-1.226, -0.038, -7.039)
H (0.907, 0.735, -8.046)
H (2.820, 1.320, -6.578)
H (2.616, 1.154, -4.145)
H (-1.704, -0.560, -0.550)
H (-3.971, 0.207, -0.019)
H (-4.917, 2.205, -1.150)
H (-3.559, 3.427, -2.829)
H (-1.294, 2.674, -3.384)
H (4.940, -1.356, 1.296)
H (5.544, -1.148, 3.664)
H (3.906, -0.274, 5.306)
H (1.654, 0.386, 4.581)
H (2.048, 2.687, 2.663)
H (1.499, 5.025, 3.153)
H (-0.854, 5.811, 3.081)
H (-2.666, 4.215, 2.502)
H (-2.142, 1.870, 2.017)
H (-0.605, -2.365, 1.592)
H (-2.041, -3.851, 2.919)
H (-3.013, -3.067, 5.063)
H (-2.521, -0.774, 5.874)
H (-1.080, 0.726, 4.574)
Cl (-4.473, -7.256, -0.216)
C (-3.471, -5.858, -0.206)
C (-3.821, -4.760, 0.577)
C (-3.011, -3.621, 0.578)
C (-1.852, -3.579, -0.205)
C (-1.041, -2.375, -0.249)
C (-1.509, -4.687, -0.986)
C (-2.316, -5.828, -0.986)
H (-4.723, -4.780, 1.182)
H (-3.300, -2.767, 1.186)
H (-1.406, -1.425, 0.196)
H (-0.450, -2.136, -1.158)
H (-0.614, -4.671, -1.604)
H (-2.042, -6.682, -1.598)
H (-0.810, 0.639, -0.249)

=====

Here is a structure of composition C44H38CsN6O3SSbSe8 from the OMol25 dataset. Energies are from wB97M-V/def2-TZVPD.

As for the energy relative to the best compared isomer or geometry (same formula, charge and spin): 4.8 kcal per mole. As for the HOMO-LUMO gap: 4.250 eV. The total energy comes out at -22123.95905 Eh. As for the net charge: -2.

Positions of all 102 atoms, in Å:
Cs (0.495, -0.165, 0.262)
Se (3.657, 4.164, 2.276)
Se (2.119, 4.572, 0.634)
C (2.560, 3.173, -0.623)
C (2.044, 3.303, -1.908)
C (2.283, 2.278, -2.804)
C (3.031, 1.185, -2.386)
C (3.497, 1.156, -1.081)
N (3.262, 2.141, -0.208)
C (2.904, 2.607, 3.148)
C (3.578, 2.176, 4.282)
C (3.141, 1.011, 4.891)
C (2.059, 0.336, 4.355)
C (1.458, 0.873, 3.229)
N (1.863, 1.993, 2.623)
H (1.457, 4.167, -2.182)
H (1.866, 2.327, -3.802)
H (3.220, 0.354, -3.048)
H (4.034, 0.296, -0.694)
H (4.432, 2.726, 4.658)
H (3.658, 0.618, 5.758)
H (1.717, -0.623, 4.729)
H (0.621, 0.357, 2.777)
O (-4.573, -4.676, -3.044)
C (-4.332, -3.834, -1.916)
C (-3.201, -2.865, -2.128)
C (-3.396, -1.490, -2.091)
C (-2.290, -0.670, -2.226)
N (-1.050, -1.123, -2.379)
C (-0.849, -2.442, -2.413)
C (-1.914, -3.336, -2.309)
C (0.565, -2.925, -2.511)
C (0.874, -4.254, -2.235)
C (2.188, -4.679, -2.280)
C (2.562, -6.109, -1.971)
O (1.498, -6.876, -1.478)
C (3.157, -3.735, -2.589)
C (2.761, -2.439, -2.848)
N (1.496, -2.021, -2.827)
H (-3.739, -5.100, -3.272)
H (-4.116, -4.436, -1.026)
H (-5.263, -3.293, -1.744)
H (-4.383, -1.066, -1.947)
H (-2.400, 0.412, -2.195)
H (-1.722, -4.401, -2.290)
H (0.126, -4.956, -1.901)
H (3.396, -6.091, -1.260)
H (2.910, -6.583, -2.896)
H (1.427, -6.638, -0.520)
H (4.210, -3.989, -2.578)
H (3.514, -1.689, -3.068)
Se (-1.354, 4.218, -3.395)
Se (-2.794, 3.087, -4.783)
C (-1.854, 1.405, -5.031)
C (-2.594, 0.350, -5.548)
C (-1.934, -0.850, -5.763)
C (-0.593, -0.948, -5.435)
C (0.035, 0.163, -4.894)
N (-0.578, 1.334, -4.720)
C (-1.990, 3.737, -1.631)
C (-3.322, 3.463, -1.353)
C (-3.670, 3.273, -0.027)
C (-2.687, 3.348, 0.949)
C (-1.382, 3.588, 0.558)
N (-1.034, 3.797, -0.717)
H (-3.651, 0.459, -5.754)
H (-2.473, -1.706, -6.151)
H (-0.048, -1.876, -5.533)
H (1.059, 0.093, -4.550)
H (-4.054, 3.416, -2.147)
H (-4.698, 3.069, 0.248)
H (-2.911, 3.198, 1.995)
H (-0.575, 3.602, 1.283)
Se (2.224, -5.923, 1.599)
Sb (1.476, -3.604, 1.992)
Se (3.143, -1.967, 1.123)
Se (-0.645, -3.180, 0.760)
Se (1.070, -3.216, 4.399)
O (-1.857, 0.881, 2.889)
S (-2.983, 0.295, 2.107)
C (-4.475, 0.981, 2.854)
C (-4.377, 1.554, 4.111)
C (-5.506, 2.114, 4.689)
C (-6.718, 2.104, 4.010)
C (-6.802, 1.538, 2.745)
C (-5.674, 0.980, 2.158)
C (-3.219, -1.395, 2.640)
C (-2.355, -1.936, 3.569)
C (-2.479, -3.284, 3.887)
C (-3.459, -4.052, 3.283)
C (-4.309, -3.494, 2.333)
C (-4.182, -2.160, 1.993)
H (-3.413, 1.556, 4.607)
H (-5.441, 2.561, 5.674)
H (-7.597, 2.544, 4.464)
H (-7.744, 1.538, 2.210)
H (-5.725, 0.549, 1.165)
H (-1.541, -1.353, 3.979)
H (-1.743, -3.727, 4.544)
H (-3.525, -5.109, 3.507)
H (-5.043, -4.111, 1.827)
H (-4.799, -1.729, 1.213)

=====

Here is a structure of composition C44H38N11O7S2SbTi in a non-equilibrium geometry from the OMol25 dataset. Energies are from wB97M-V/def2-TZVPD.

As for the energy relative to the best compared isomer or geometry (same formula, charge and spin): 23.8 kcal per mole. As for the HOMO-LUMO gap (alpha / beta): 5.038 / 8.427 eV. The total energy comes out at -4714.69244 Eh. The multiplicity is 3. Its expectation value of S² is 2.0254.

Positions of all 104 atoms, in Å:
Ti (1.718, 0.686, -1.105)
C (4.406, 0.352, -4.265)
C (5.160, 0.333, -2.971)
C (6.461, -0.176, -2.919)
C (7.131, -0.204, -1.719)
C (6.502, 0.313, -0.591)
C (5.223, 0.820, -0.727)
N (4.555, 0.813, -1.885)
Sb (4.332, 1.752, 0.996)
C (2.855, 0.225, 1.443)
C (3.294, -0.861, 2.191)
C (2.377, -1.787, 2.637)
C (1.033, -1.564, 2.384)
C (0.646, -0.471, 1.632)
C (-0.810, -0.227, 1.375)
N (1.555, 0.400, 1.130)
C (3.014, 3.062, -0.009)
C (3.004, 4.377, 0.417)
C (2.332, 5.353, -0.310)
C (1.798, 4.954, -1.544)
C (1.834, 3.646, -1.956)
C (1.376, 3.276, -3.333)
N (2.333, 2.642, -1.139)
H (4.497, -0.607, -4.774)
H (4.811, 1.125, -4.924)
H (3.355, 0.552, -4.090)
H (6.912, -0.567, -3.821)
H (8.130, -0.617, -1.653)
H (7.006, 0.330, 0.368)
H (4.350, -0.978, 2.402)
H (2.695, -2.663, 3.187)
H (0.277, -2.245, 2.751)
H (-1.039, -0.195, 0.313)
H (-1.119, 0.725, 1.816)
H (-1.403, -1.024, 1.819)
H (3.548, 4.636, 1.319)
H (2.303, 6.385, 0.011)
H (1.370, 5.687, -2.218)
H (0.836, 4.108, -3.784)
H (2.237, 3.041, -3.964)
H (0.735, 2.400, -3.355)
O (-0.828, -0.332, -3.429)
S (0.536, -0.524, -3.873)
O (0.831, -0.195, -5.236)
O (1.476, 0.213, -2.956)
C (0.818, -2.276, -3.655)
C (0.003, -2.995, -4.527)
C (-0.086, -4.372, -4.459)
C (0.633, -5.051, -3.492)
C (1.460, -4.350, -2.632)
C (1.577, -2.962, -2.701)
S (2.945, -2.347, -1.703)
O (3.240, -3.381, -0.750)
O (3.959, -2.011, -2.663)
O (2.487, -1.124, -0.946)
H (-0.578, -2.452, -5.260)
H (-0.723, -4.906, -5.152)
H (0.567, -6.128, -3.411)
H (2.049, -4.873, -1.893)
C (-2.061, 4.415, 0.763)
N (-1.502, 3.351, -0.059)
C (-0.351, 2.710, 0.095)
N (-0.222, 1.801, -0.860)
C (-1.348, 1.961, -1.611)
N (-2.150, 2.895, -1.157)
C (-2.176, 4.024, 2.215)
C (-1.580, 4.795, 3.201)
C (-1.709, 4.448, 4.540)
C (-2.413, 3.317, 4.901)
C (-2.981, 2.513, 3.912)
C (-2.873, 2.871, 2.574)
C (-3.697, 1.301, 4.313)
N (-4.087, 0.968, 5.491)
N (-4.712, -0.263, 5.368)
C (-4.640, -0.588, 4.126)
O (-4.014, 0.364, 3.378)
C (-5.114, -1.812, 3.480)
C (-5.918, -2.691, 4.205)
C (-6.353, -3.860, 3.613)
C (-5.977, -4.168, 2.312)
C (-5.171, -3.304, 1.589)
C (-4.710, -3.661, 0.197)
N (-3.266, -3.755, 0.138)
C (-2.369, -2.879, -0.335)
N (-1.148, -3.276, -0.051)
C (-1.363, -4.437, 0.617)
N (-2.628, -4.767, 0.760)
C (-4.749, -2.115, 2.175)
H (-3.040, 4.616, 0.330)
H (-1.446, 5.308, 0.649)
H (0.358, 2.906, 0.885)
H (-1.557, 1.357, -2.480)
H (-1.024, 5.682, 2.922)
H (-1.248, 5.062, 5.303)
H (-2.514, 3.027, 5.938)
H (-3.321, 2.251, 1.807)
H (-6.188, -2.444, 5.222)
H (-6.976, -4.546, 4.170)
H (-6.297, -5.101, 1.863)
H (-5.018, -2.910, -0.532)
H (-5.123, -4.621, -0.108)
H (-2.646, -1.991, -0.883)
H (-0.569, -5.056, 1.000)
H (-4.106, -1.438, 1.625)